Record 1
119
Properties=species:S:1:pos:R:3:lowdin_charge:R:1 method="wB97M-V/def2-TZVPD" de_lowest_kcal_mol=250.2 spin_multiplicity=6 homo_lumo_gap_ev="3.00 / 5.69" charge=+1 lumo_ev="-4.0 / -4.0"
Ru 7.072 16.253 11.635 0.886
N 4.686 16.315 7.895 0.140
C 5.521 17.700 7.757 -0.070
C 6.464 17.721 9.056 -0.255
N 6.510 16.431 9.607 -0.201
H 5.245 15.917 8.675 0.070
H 4.850 15.640 7.160 0.140
H 4.860 18.596 7.427 0.147
H 6.105 17.450 6.827 0.109
H 5.808 18.492 9.504 0.118
H 7.500 18.033 8.907 0.109
H 8.379 17.524 11.241 0.094
H 3.690 16.663 8.066 0.187
C 18.726 7.405 20.592 -0.047
C 17.905 7.390 19.285 -0.251
C 18.077 8.541 18.451 -0.013
C 17.145 8.753 17.451 -0.102
C 16.122 7.869 17.287 -0.489
C 15.950 6.760 18.074 -0.098
C 16.892 6.508 19.052 -0.051
S 14.799 8.190 16.215 1.112
O 13.627 9.092 17.230 -0.405
C 15.114 9.906 15.483 -0.263
C 15.104 11.110 16.228 -0.078
C 15.125 12.347 15.628 -0.011
C 15.252 12.388 14.212 -0.153
C 15.221 13.624 13.567 -0.044
C 15.247 13.741 12.185 -0.070
C 15.477 12.589 11.434 -0.091
C 15.413 11.363 12.000 -0.017
C 15.425 11.167 13.435 -0.082
C 15.387 9.945 14.093 -0.190
C 15.570 8.707 13.311 -0.191
C 16.843 8.090 13.315 -0.097
C 17.914 8.602 14.085 -0.009
C 19.143 7.923 14.148 -0.036
C 19.439 6.934 13.145 -0.064
C 18.489 6.619 12.215 -0.039
C 17.124 6.994 12.395 -0.128
C 16.026 6.364 11.763 -0.010
C 14.781 6.956 11.826 -0.089
C 14.538 8.118 12.588 -0.444
S 12.962 8.843 12.362 0.980
O 12.815 9.875 11.256 -0.548
C 7.649 15.618 9.738 -0.505
C 8.702 15.713 8.880 -0.037
C 9.830 14.990 9.072 -0.030
C 9.971 13.944 10.044 -0.275
C 11.108 13.045 9.938 -0.043
C 8.803 13.802 10.891 -0.234
C 7.495 14.552 10.700 -0.347
H 19.238 6.436 20.787 0.086
H 17.948 7.524 21.378 0.089
H 19.424 8.202 20.723 0.057
H 18.941 9.189 18.544 0.113
H 17.304 9.615 16.778 0.106
H 15.079 6.180 17.869 0.103
H 16.766 5.586 19.599 0.120
H 15.051 11.105 17.315 0.114
H 15.025 13.267 16.250 0.131
H 15.251 14.534 14.152 0.110
H 15.089 14.668 11.652 0.101
H 15.749 12.618 10.395 0.106
H 15.315 10.437 11.469 0.096
H 17.693 9.447 14.725 0.096
H 19.872 8.211 14.917 0.108
H 20.427 6.425 13.084 0.119
H 18.723 6.083 11.333 0.102
H 16.128 5.555 11.041 0.119
H 13.890 6.561 11.335 0.103
H 8.624 16.128 7.877 0.137
H 10.627 15.384 8.436 0.132
H 11.016 12.665 8.868 0.127
H 11.247 12.156 10.659 0.109
H 12.034 13.619 10.070 0.093
H 8.695 12.722 11.314 0.128
H 6.620 14.071 11.035 0.088
F 6.499 17.214 13.094 -0.575
H 13.692 8.751 18.156 0.046
C 4.389 16.640 17.061 -0.081
C 4.951 17.536 15.998 -0.352
C 4.046 17.730 14.801 -0.107
C 6.365 18.079 16.008 -0.088
Sb 8.985 14.995 13.196 1.333
C 15.450 18.740 19.856 -0.341
C 14.800 18.584 18.480 -0.099
C 15.662 20.207 20.323 -0.078
C 15.943 17.584 20.645 -0.110
C 8.340 13.386 14.668 -0.730
C 7.095 12.745 14.001 -0.179
C 9.532 12.396 14.569 -0.165
C 7.911 13.854 16.133 -0.077
H 3.320 16.622 17.007 0.066
H 4.782 17.063 17.925 0.049
H 4.821 15.640 17.106 0.069
H 4.268 16.959 14.064 0.052
H 4.179 18.765 14.392 0.091
H 3.027 17.627 15.090 0.048
H 6.454 18.803 16.842 0.086
H 6.496 18.376 14.946 0.049
H 7.129 17.264 16.073 0.063
H 14.941 17.739 17.919 0.015
H 14.983 19.470 17.830 0.068
H 13.618 18.628 18.555 0.107
H 15.944 20.932 19.519 0.082
H 16.473 20.112 21.057 0.063
H 14.778 20.483 20.862 0.060
H 15.144 16.779 20.759 0.096
H 16.076 17.949 21.668 0.064
H 16.902 17.170 20.333 0.073
H 7.377 12.087 13.107 0.078
H 6.379 13.573 13.724 0.064
H 6.539 12.097 14.706 0.078
H 9.401 11.766 13.612 0.089
H 9.630 11.780 15.425 0.062
H 10.535 12.854 14.484 0.050
H 7.263 14.682 16.018 0.028
H 8.736 14.054 16.850 0.091
H 7.243 13.081 16.550 0.082

=====

Record 2
121
Properties=species:S:1:pos:R:3:lowdin_charge:R:1 method="wB97M-V/def2-TZVPD" de_lowest_kcal_mol=23.5 spin_multiplicity=2 homo_lumo_gap_ev="6.79 / 4.99" charge=0 lumo_ev="-0.6 / -2.1"
Pd 0.080 0.925 -0.084 0.469
Te -0.209 -4.398 -0.753 1.296
C -0.607 -4.454 -2.847 -0.557
C 0.379 -4.844 -3.746 -0.151
C 0.095 -4.831 -5.105 -0.156
N -1.076 -4.453 -5.612 0.060
C -2.020 -4.096 -4.746 -0.148
C -1.842 -4.090 -3.369 -0.132
C -0.176 -2.348 -0.411 -1.018
P 1.261 -1.349 -0.332 0.853
C 2.665 -2.364 0.293 -0.352
C 2.397 -3.287 1.302 -0.182
C 3.385 -4.112 1.810 -0.079
C 4.679 -4.028 1.316 -0.080
C 4.960 -3.121 0.306 -0.074
C 3.962 -2.303 -0.207 -0.071
C 1.964 -0.923 -1.968 -0.375
C 1.694 -1.660 -3.117 -0.074
C 2.359 -1.387 -4.303 -0.059
C 3.327 -0.394 -4.343 -0.082
C 3.613 0.340 -3.200 -0.104
C 2.922 0.089 -2.025 -0.159
P -1.566 -1.334 -0.016 0.901
C -1.955 -0.320 -1.499 -0.419
C -1.632 -0.718 -2.798 -0.093
C -1.945 0.090 -3.878 -0.067
C -2.588 1.309 -3.677 -0.082
C -2.915 1.717 -2.394 -0.070
C -2.596 0.902 -1.315 -0.135
C -3.047 -2.399 0.025 -0.380
C -3.160 -3.324 1.066 -0.146
C -4.266 -4.151 1.161 -0.075
C -5.287 -4.054 0.224 -0.079
C -5.196 -3.123 -0.799 -0.077
C -4.086 -2.294 -0.896 -0.090
H 1.363 -5.136 -3.403 0.095
H 0.852 -5.130 -5.821 0.104
H -2.971 -3.797 -5.172 0.106
H -2.658 -3.801 -2.718 0.085
H 1.394 -3.367 1.689 0.034
H 3.142 -4.824 2.589 0.109
H 5.458 -4.670 1.707 0.102
H 5.960 -3.053 -0.100 0.104
H 4.216 -1.625 -1.011 0.091
H 0.976 -2.469 -3.074 0.063
H 2.134 -1.965 -5.190 0.104
H 3.859 -0.191 -5.264 0.105
H 4.366 1.118 -3.226 0.105
H 3.142 0.674 -1.135 0.094
H -1.137 -1.667 -2.949 0.071
H -1.685 -0.228 -4.880 0.108
H -2.821 1.941 -4.525 0.106
H -3.383 2.677 -2.219 0.113
H -2.849 1.225 -0.312 0.078
H -2.369 -3.404 1.802 0.082
H -4.332 -4.871 1.966 0.106
H -6.154 -4.697 0.298 0.103
H -5.992 -3.037 -1.527 0.105
H -4.031 -1.568 -1.697 0.102
C 2.027 2.640 4.507 -0.222
Si 1.408 2.744 2.728 0.340
C 2.855 2.530 1.545 -0.220
C 0.710 4.479 2.561 -0.205
Ge -0.122 0.889 2.402 0.629
Si 0.819 -0.915 3.700 0.339
C 2.685 -0.951 3.464 -0.209
C 0.507 -0.560 5.527 -0.213
C -0.008 -2.583 3.404 -0.223
Si -2.336 1.152 3.375 0.332
C -2.006 2.098 4.976 -0.216
C -3.732 2.087 2.524 -0.211
C -3.053 -0.538 3.768 -0.210
H 2.688 3.494 4.682 0.033
H 2.590 1.736 4.730 0.000
H 1.203 2.717 5.218 0.022
H 3.496 3.415 1.562 0.037
H 2.500 2.392 0.519 -0.020
H 3.461 1.662 1.815 0.022
H 1.327 5.141 3.175 0.033
H -0.319 4.563 2.910 0.021
H 0.740 4.835 1.534 0.024
H 3.137 -0.131 4.023 0.013
H 2.986 -0.858 2.421 0.008
H 3.107 -1.884 3.845 0.036
H 0.940 0.375 5.880 0.013
H 0.975 -1.373 6.091 0.039
H -0.555 -0.569 5.771 0.015
H -0.277 -2.747 2.361 -0.027
H -0.918 -2.641 4.001 0.019
H 0.645 -3.396 3.732 0.040
H -1.682 3.119 4.758 0.024
H -1.249 1.634 5.607 0.004
H -2.930 2.164 5.556 0.034
H -3.545 3.153 2.416 0.018
H -4.606 1.974 3.173 0.038
H -3.999 1.682 1.548 0.021
H -2.359 -1.177 4.309 -0.005
H -3.356 -1.061 2.858 0.014
H -3.941 -0.407 4.393 0.038
C 2.137 3.461 -4.408 -0.090
N 1.620 3.823 -3.103 -0.260
C 2.671 4.078 -2.138 -0.085
C 0.638 2.876 -2.601 -0.176
C -0.230 3.499 -1.531 -0.250
C -0.763 4.761 -1.802 -0.046
C -1.652 5.370 -0.937 -0.086
C -2.014 4.713 0.230 -0.094
C -1.469 3.472 0.509 -0.201
C -0.565 2.840 -0.345 -0.223
H 2.812 4.244 -4.759 0.084
H 1.311 3.384 -5.117 0.086
H 2.680 2.507 -4.415 0.062
H 3.318 4.878 -2.499 0.086
H 3.295 3.193 -1.939 0.074
H 2.228 4.398 -1.193 0.079
H 1.105 1.945 -2.225 0.092
H 0.001 2.578 -3.438 0.117
H -0.462 5.254 -2.719 0.113
H -2.065 6.342 -1.176 0.099
H -2.712 5.170 0.923 0.102
H -1.750 2.976 1.423 0.001

=====

- Which of these has the highest charge?
  C48H62FN2O2RuS2Sb